# 1
{
  "formula": "C27H24BrNO7",
  "method": "the ωB97M-V functional and the def2-TZVPD basis",
  "gap_ha": 0.2635,
  "lumo_energy_ev": -1.31,
  "symbols": ["C", "H", "H", "H", "O", "C", "O", "C", "N", "C", "O", "O", "C", "C", "O", "C", "C", "C", "C", "C", "C", "O", "C", "C", "C", "C", "C", "C", "C", "H", "O", "C", "H", "H", "H", "H", "H", "H", "H", "H", "H", "Br", "H", "H", "H", "H", "C", "C", "C", "C", "C", "C", "C", "H", "H", "H", "H", "H", "H", "H"],
  "xyz": [[-1.50413, 6.58815, -2.42520], [-1.22846, 6.76537, -3.39232], [-2.65430, 6.19190, -2.53803], [-1.48552, 7.43533, -1.76965], [-1.02357, 5.58582, -2.01166], [-1.11789, 5.10610, -0.80963], [-1.88097, 5.62510, -0.03578], [-0.35770, 3.81657, -0.55350], [0.40584, 3.30486, -1.67896], [0.60570, 1.98187, -1.81960], [1.41528, 1.50289, -2.95181], [-0.00012, 1.17692, -1.16204], [-0.14370, -0.12102, -1.27803], [-1.14689, -0.90860, -0.72922], [-2.37249, -0.87685, -1.36018], [-0.88510, -1.20716, 0.71604], [-2.14111, -1.52754, 1.61482], [-1.85844, -1.92831, 2.82620], [-0.67583, -2.23470, 3.26622], [0.58629, -1.78768, 2.54540], [0.23308, -1.34611, 1.12516], [1.62256, -1.08878, 0.46213], [1.42994, -0.97579, -0.93834], [1.68948, -2.16742, -1.65843], [1.08110, -3.55214, -1.39382], [1.33008, -4.64199, -1.92246], [1.69154, -4.34239, -3.13450], [2.10020, -3.33214, -3.89578], [2.03610, -1.98020, -2.96349], [2.18184, -1.08101, -3.30024], [2.47832, -3.26926, -5.18172], [2.66661, -1.91317, -5.76334], [3.07939, -2.23058, -6.71630], [3.54271, -1.35147, -5.13694], [1.89046, -1.21545, -5.67158], [1.99519, -5.48312, -3.96856], [0.98126, -5.56761, -1.62014], [1.11518, -3.53767, -0.00271], [2.20733, -0.24907, -1.14385], [1.63067, -1.85479, 2.82671], [-0.42776, -2.39996, 4.51441], [-3.13675, -2.35273, 3.86397], [-3.04979, -1.42876, 1.01575], [-0.05809, -0.16535, -2.36110], [0.91481, 3.97855, -2.33325], [-1.00997, 2.95616, 0.05621], [0.65144, 4.29501, 0.79723], [1.37552, 3.10840, 1.39476], [0.89537, 2.31467, 2.19140], [1.75255, 1.36727, 2.69998], [2.79681, 0.85194, 2.15427], [3.28533, 1.55105, 1.06429], [2.51865, 2.51330, 0.63001], [3.05961, 3.25250, -0.08418], [4.27020, 1.24564, 0.80770], [3.56971, -0.03226, 2.65683], [1.17183, 0.82826, 3.63018], [0.09827, 2.76747, 2.73033], [1.42763, 4.94249, 0.21106], [0.28547, 4.66497, 1.68765]],
  "mulliken_charge": [-0.73, 0.30, 0.24, 0.29, -0.28, 0.23, -0.60, 0.65, 0.13, 0.41, -0.79, -0.26, -0.02, -0.05, -0.69, 1.00, -1.23, 0.49, -0.53, -0.83, 0.27, -0.09, -0.44, -0.04, -0.39, -0.51, -0.17, 0.46, -0.43, 0.88, -0.47, -0.72, 0.30, 0.26, 0.34, 0.03, 0.48, -0.20, 0.76, 0.45, 0.19, -0.13, 0.55, 0.50, 0.40, 0.16, -1.39, 1.03, -0.47, -0.67, 0.39, -0.90, -0.35, 0.10, 0.51, 0.18, 0.11, 0.49, 0.31, 0.49]
}

=====

# 2
{
  "formula": "C35H15F16O2Si",
  "method": "the ωB97M-V functional and the def2-TZVPD basis",
  "gap_ha": 0.1473,
  "charge": 1,
  "lumo_energy_ev": -6.18,
  "symbols": ["F", "C", "C", "F", "C", "F", "C", "Si", "C", "C", "F", "C", "F", "C", "F", "C", "F", "C", "F", "C", "C", "F", "C", "F", "C", "F", "C", "F", "C", "F", "O", "C", "C", "C", "C", "O", "C", "F", "C", "F", "H", "H", "H", "H", "H", "F", "C", "C", "C", "C", "C", "C", "C", "C", "C", "C", "C", "C", "C", "H", "H", "H", "H", "H", "H", "H", "H", "H", "H"],
  "xyz": [[3.83737, 4.18233, -3.44026], [3.36038, 2.95218, -3.17435], [2.67470, 2.23675, -4.15894], [2.47996, 2.77419, -5.38156], [2.16956, 0.97565, -3.85197], [1.47755, 0.33465, -4.83018], [2.33218, 0.36481, -2.60503], [1.61897, -1.30392, -2.18889], [0.15265, -1.69075, -3.26419], [-0.00922, -2.80905, -4.09092], [0.97868, -3.73713, -4.19215], [-1.18055, -3.05676, -4.80545], [-1.30645, -4.18216, -5.53972], [-2.24583, -2.15623, -4.72146], [-3.39110, -2.39718, -5.38429], [-2.12654, -1.02339, -3.91206], [-3.15473, -0.15646, -3.77684], [-0.94265, -0.82389, -3.21100], [-0.87515, 0.27156, -2.40527], [2.93241, -2.63104, -2.42859], [3.93240, -2.50687, -3.40142], [3.97356, -1.39538, -4.18232], [4.89558, -3.48106, -3.65667], [5.84386, -3.28319, -4.59705], [4.87702, -4.66349, -2.91554], [5.79410, -5.62242, -3.14270], [3.90604, -4.83223, -1.92435], [3.89520, -5.96091, -1.18413], [2.96220, -3.82800, -1.70741], [2.01177, -4.04050, -0.75636], [0.95228, -1.06722, -0.59203], [-0.22403, -1.27529, -0.05147], [-0.83909, -2.45305, 0.34005], [-2.25729, -2.21787, 0.57619], [-2.37660, -0.70821, 0.43058], [-0.99804, -0.22342, 0.19807], [3.03524, 1.11051, -1.65551], [3.24111, 0.57972, -0.42252], [3.52655, 2.39056, -1.90701], [4.13987, 3.09464, -0.93237], [-0.35618, -3.41301, 0.19350], [-2.84250, -2.72202, -0.20964], [-2.64003, -2.58003, 1.54088], [-2.99487, -0.45202, -0.43946], [-2.77574, -0.22357, 1.32460], [-4.17571, 2.31775, 7.91327], [-3.94480, 1.62526, 6.74197], [-4.66598, 0.45792, 6.51212], [-4.40622, -0.22360, 5.30620], [-3.46582, 0.24610, 4.40241], [-2.70892, 1.43705, 4.64625], [-1.76765, 1.83486, 3.66375], [-1.04338, 3.05455, 3.55665], [-0.26951, 3.26751, 2.36950], [0.48985, 4.41964, 2.18898], [0.51695, 5.41867, 3.18104], [-0.24650, 5.25204, 4.34176], [-1.02819, 4.11351, 4.51975], [-2.99040, 2.12384, 5.87422], [-5.37846, 0.10076, 7.24121], [-4.95872, -1.14198, 5.08962], [-3.30184, -0.28272, 3.45510], [-1.63475, 1.14340, 2.83709], [-0.30605, 2.50702, 1.58144], [1.07655, 4.55021, 1.27079], [1.12355, 6.31285, 3.06302], [-0.24530, 6.01414, 5.12667], [-1.65134, 4.06416, 5.40339], [-2.48198, 3.03717, 6.15099]],
  "mulliken_charge": [-0.28, 0.62, 0.04, -0.28, 0.78, -0.37, 0.00, 0.15, 0.33, 0.43, -0.27, -0.06, -0.28, 0.68, -0.28, 0.00, -0.32, 0.56, -0.46, -0.25, 0.44, -0.31, -0.01, -0.28, 0.70, -0.27, -0.12, -0.28, 0.52, -0.27, -0.36, 0.40, -0.85, -0.39, -0.24, -0.46, 0.17, -0.32, 0.06, -0.31, 0.51, 0.25, 0.30, 0.29, -0.01, -0.29, 0.11, -0.48, -0.62, -0.21, 1.22, -0.23, 0.87, -0.34, -0.75, -0.35, -0.98, -0.07, -0.65, 0.48, 0.42, 0.27, 0.12, 0.49, 0.45, 0.41, 0.40, 0.23, 0.61]
}

=====

# 3
{
  "formula": "C35H72FNO12P2",
  "method": "the ωB97M-V functional and the def2-TZVPD basis",
  "gap_ha": 0.2960,
  "smiles": "CCCCCCCCCCCCCC[C@H]1C[C@](CC(=O)F)(OC[C@H](C)O)NC1=O.CCOP(=O)(OCC)OCC.CCOP(=O)(OCC)OCC",
  "lumo_energy_ev": -1.58,
  "symbols": ["C", "C", "C", "C", "C", "C", "C", "C", "C", "C", "C", "C", "C", "C", "C", "C", "C", "C", "C", "O", "F", "O", "C", "C", "C", "O", "N", "C", "O", "H", "H", "H", "H", "H", "H", "H", "H", "H", "H", "H", "H", "H", "H", "H", "H", "H", "H", "H", "H", "H", "H", "H", "H", "H", "H", "H", "H", "H", "H", "H", "H", "H", "H", "H", "H", "H", "H", "H", "H", "H", "H", "C", "C", "O", "P", "O", "O", "C", "C", "O", "C", "C", "H", "H", "H", "H", "H", "H", "H", "H", "H", "H", "H", "H", "H", "H", "H", "C", "C", "O", "P", "O", "O", "C", "C", "O", "C", "C", "H", "H", "H", "H", "H", "H", "H", "H", "H", "H", "H", "H", "H", "H", "H"],
  "xyz": [[0.05186, -3.44633, 5.15659], [1.58938, -3.62805, 4.99702], [1.94052, -5.01820, 4.40958], [2.29271, -5.04144, 2.89791], [1.60569, -3.97619, 2.03537], [0.14413, -4.34343, 1.63724], [-0.08871, -3.76224, 0.21454], [-0.13358, -2.22125, 0.15045], [-1.13564, -1.54940, 1.11514], [-0.46762, -0.33342, 1.79382], [-1.07250, 0.01257, 3.17407], [-0.65431, 1.43624, 3.61376], [0.52881, 1.44217, 4.63090], [1.60087, 2.43881, 4.17456], [2.27800, 2.03155, 2.87098], [3.53346, 2.78173, 2.40768], [3.85876, 2.06365, 1.06137], [5.39345, 2.07339, 0.86779], [5.88805, 0.83802, 0.13014], [6.90893, 0.28998, 0.46516], [5.19204, 0.39975, -0.92973], [3.08605, 2.35665, -0.07032], [3.00803, 3.74202, -0.41072], [1.51661, 4.20865, -0.35760], [1.10163, 4.85148, 0.98558], [0.71180, 3.09223, -0.67630], [3.47349, 0.64886, 1.37494], [2.82298, 0.60534, 2.68932], [2.74448, -0.36548, 3.38454], [-0.13829, -3.05102, 6.16030], [-0.36116, -2.73326, 4.44231], [-0.46505, -4.40627, 5.12254], [2.05942, -2.79487, 4.47548], [1.98419, -3.62163, 6.01841], [2.83720, -5.35869, 4.94150], [1.15435, -5.72575, 4.68128], [1.94307, -6.00979, 2.51498], [3.37604, -5.06568, 2.76027], [2.15340, -3.95421, 1.08480], [1.67822, -2.96097, 2.43444], [-0.58746, -4.03143, 2.38024], [0.15163, -5.43164, 1.51843], [0.75132, -4.07064, -0.41808], [-0.98200, -4.15677, -0.28471], [0.89264, -1.86405, 0.29116], [-0.40484, -1.91153, -0.86541], [-1.47721, -2.21116, 1.91627], [-2.03255, -1.22748, 0.57869], [-0.50285, 0.55231, 1.14661], [0.57755, -0.60287, 1.97559], [-2.16466, -0.03761, 3.13111], [-0.70038, -0.72202, 3.89078], [-0.41659, 2.05287, 2.74284], [-1.51796, 1.89469, 4.10611], [0.16964, 1.71570, 5.62646], [0.91656, 0.42676, 4.72471], [1.10080, 3.39997, 3.99405], [2.34629, 2.63688, 4.95401], [1.58214, 2.21324, 2.03972], [4.29500, 2.47893, 3.13738], [3.53373, 3.87071, 2.42993], [5.89494, 2.08423, 1.82929], [5.72457, 2.96029, 0.31428], [3.34172, 3.82275, -1.45107], [3.68170, 4.35862, 0.19002], [1.33976, 4.94161, -1.14769], [0.55908, 5.77800, 0.77539], [0.38728, 4.21966, 1.52219], [1.93933, 5.12524, 1.62670], [0.46794, 2.61609, 0.12094], [2.63415, 0.56565, 0.78989], [1.44024, 5.42666, -4.48144], [1.08113, 6.30090, -5.66883], [0.55553, 7.56578, -5.25888], [1.58364, 8.68512, -4.64454], [2.37622, 9.11545, -5.83273], [0.59375, 9.98778, -4.49625], [0.93544, 11.25663, -5.05780], [0.21649, 11.46551, -6.37517], [1.36611, 8.27564, -3.07698], [0.22985, 8.64651, -2.28286], [-1.09754, 8.12043, -2.77938], [2.27631, 5.85347, -3.92071], [1.72534, 4.42634, -4.80965], [0.59840, 5.34559, -3.79315], [1.94932, 6.45108, -6.31663], [0.30566, 5.81737, -6.26234], [2.01327, 11.35915, -5.17071], [0.61524, 12.01720, -4.34188], [0.35525, 10.61481, -7.04211], [0.57567, 12.36619, -6.87517], [-0.85772, 11.56445, -6.20937], [0.20475, 9.72607, -2.14625], [0.42501, 8.22078, -1.29573], [-1.39612, 8.59246, -3.71309], [-1.86979, 8.32741, -2.03614], [-1.05444, 7.04456, -2.94806], [-2.61955, -7.80392, -3.91420], [-3.03828, -6.78662, -2.86610], [-4.06259, -7.28740, -2.01025], [-3.66685, -8.42328, -0.85545], [-3.04775, -7.39351, 0.05918], [-5.09019, -8.53709, -0.02561], [-5.14678, -8.37821, 1.39316], [-5.60786, -6.97993, 1.75342], [-4.24220, -9.56674, -1.91031], [-5.62660, -9.84311, -2.16957], [-6.41907, -8.69222, -2.74726], [-2.12811, -8.66484, -3.45358], [-1.92454, -7.35688, -4.62660], [-3.48687, -8.18066, -4.45599], [-2.17752, -6.47016, -2.26885], [-3.44524, -5.90078, -3.35497], [-4.18843, -8.61353, 1.85406], [-5.86876, -9.10829, 1.76651], [-5.02623, -6.22231, 1.22856], [-5.52205, -6.80710, 2.82729], [-6.64948, -6.83726, 1.46010], [-6.10194, -10.24278, -1.27581], [-5.61745, -10.65738, -2.89771], [-6.55474, -7.88976, -2.02521], [-7.40783, -9.04881, -3.04355], [-5.92217, -8.27331, -3.62132]],
  "mulliken_charge": [-0.70, -0.16, -0.86, -1.05, 0.49, -0.23, -1.34, -0.37, -0.96, 1.20, -0.73, -0.33, -0.77, -1.14, 2.21, -1.82, 1.36, -0.82, 0.58, -0.55, -0.24, -0.51, -0.76, 0.70, -1.14, -0.65, -0.39, -0.29, -0.55, 0.41, -0.31, 0.40, 0.17, 0.42, 0.39, 0.39, 0.29, 0.38, 0.64, -0.85, 0.09, 0.51, 0.54, 0.16, -0.08, 0.59, 0.49, 0.47, 0.12, -0.75, 0.40, -0.15, -0.01, 0.51, 0.47, 0.31, 0.30, 0.38, -0.99, 0.77, 0.34, 0.28, 0.38, 0.44, 0.43, 0.13, 0.34, 0.09, 0.36, 0.24, 0.29, -0.80, -0.55, -0.26, 1.10, -0.82, -0.37, -0.37, -1.10, -0.31, -0.24, -0.95, 0.22, 0.51, 0.14, 0.31, 0.32, 0.37, 0.34, 0.28, 0.38, 0.29, 0.29, 0.35, 0.28, 0.43, 0.17, -1.03, -0.20, -0.33, 1.19, -0.70, -0.37, -0.36, -1.09, -0.43, -0.22, -0.89, 0.28, 0.42, 0.19, 0.17, 0.32, 0.34, 0.33, 0.27, 0.37, 0.30, 0.25, 0.36, 0.23, 0.40, 0.18]
}

=====

- Number 2 is which compound?
  C35H15F16O2Si